[1]
Entry from the OMol25 dataset: a molecular structure, C26H50F2N4O21S2Zn (ωB97M-V/def2-TZVPD).

Summary:
HOMO level = -0.3674 Ha
LUMO level = -0.884 eV
frontier orbital gap = 9.11 eV

CARTESIAN COORDINATES (ANGSTROEM)
Zn -1.84223 -2.84365 1.82220
N -1.71030 -3.49667 3.62417
S -0.61072 -3.62980 4.73699
O -0.14388 -4.94994 5.05380
O -0.73057 -2.67337 5.79896
F 0.59175 -3.08315 3.86146
S -2.85666 -4.44977 4.51196
O -3.12732 -4.04760 5.85881
O -2.86583 -5.85665 4.21663
F -4.17392 -3.98480 3.72253
C -0.46333 0.08800 -0.26706
C -0.88614 -1.14382 0.43792
O -1.82769 -1.85197 -0.02729
O -0.38297 -1.48856 1.54443
H 0.33278 0.55243 0.31309
H -1.23441 0.83615 -0.43657
H -0.06728 -0.17010 -1.25160
C 6.81702 1.01331 -4.61751
O 5.79575 0.09499 -4.49993
C 5.21375 -0.26183 -5.73136
C 3.83106 -0.85697 -5.58813
O 3.68492 -2.08956 -4.96485
C 4.28568 -2.28036 -3.67332
C 3.43976 -3.15945 -2.77050
O 2.27962 -2.50892 -2.32854
C 1.45089 -3.30654 -1.53927
H 6.47782 1.98842 -4.99831
H 7.65767 0.69925 -5.25699
H 7.36448 1.28466 -3.70998
H 5.87669 -0.94801 -6.27621
H 5.12174 0.56430 -6.44758
H 3.33967 -0.91925 -6.56168
H 3.21801 -0.05094 -5.14673
H 4.40431 -1.27249 -3.26769
H 5.29106 -2.65987 -3.85523
H 4.09645 -3.52352 -1.97237
H 3.12964 -4.04075 -3.34674
H 1.45191 -4.33969 -1.90288
H 0.42890 -2.93785 -1.44038
H 1.76760 -3.33489 -0.48672
C -4.62859 0.70404 1.50193
O -4.25921 0.36307 2.82995
C -3.75783 -0.84189 3.05519
O -3.62922 -1.70395 2.22249
O -3.43445 -0.99800 4.31345
C -3.79660 -0.06782 5.33289
H -5.55326 1.27905 1.51749
H -4.70159 -0.15248 0.83627
H -3.88356 1.40041 1.10990
H -4.82551 0.27257 5.21653
H -3.20063 0.84301 5.37829
H -3.70025 -0.64051 6.24974
C 5.03631 0.24251 4.49908
O 4.10115 0.32977 3.43692
C 4.34601 -0.35626 2.34282
O 5.32191 -1.02152 2.09359
O 3.26823 -0.24951 1.55856
C 3.23619 -0.99224 0.34152
H 6.00773 0.67213 4.25630
H 5.17608 -0.79189 4.81093
H 4.64371 0.80535 5.34194
H 3.60414 -0.41554 -0.50856
H 2.17829 -1.13669 0.14075
H 3.79440 -1.92195 0.41043
C -0.13178 8.12104 -0.59245
O -1.07249 7.10894 -0.99352
C -1.03732 5.97509 -0.32912
O -0.23739 5.66820 0.51398
O -1.98344 5.18817 -0.83394
C -2.25028 3.93344 -0.24106
H -0.16760 8.18850 0.49375
H -0.57763 9.03170 -0.98758
H 0.84315 7.90544 -1.02001
H -1.36403 3.31728 -0.39821
H -3.05384 3.43179 -0.78490
H -2.61506 3.97946 0.78245
C -6.84408 1.30801 -1.58451
O -5.43402 1.34458 -1.53011
C -4.74837 0.47451 -2.25372
O -5.20043 -0.25294 -3.09901
O -3.44789 0.69131 -2.02464
C -2.55716 -0.08346 -2.81767
H -7.22667 1.59823 -2.56994
H -7.24908 2.09739 -0.95575
H -7.17551 0.28812 -1.39174
H -2.34845 -1.06191 -2.39418
H -1.61199 0.45401 -2.88906
H -2.84031 -0.16161 -3.86698
C -2.07053 -3.64645 -2.92380
C -3.09157 -4.70238 -2.93091
N -3.92015 -5.49601 -2.94575
H -2.54106 -2.84861 -3.48925
H -1.24328 -4.16053 -3.42154
H -1.68291 -3.41532 -1.93680
C -0.10547 0.76277 4.03510
C -0.83579 1.46019 2.97415
N -1.42591 2.03642 2.17377
H 0.91509 0.83494 3.65096
H -0.45923 -0.26761 4.04966
H -0.20761 1.19717 5.02437
C 1.84027 3.18939 0.51417
C 1.93770 3.17154 1.96936
N 2.00741 3.19753 3.11443
H 2.16892 4.16707 0.16997
H 0.80888 2.98096 0.23472
H 2.46778 2.41119 0.07943

Mulliken population analysis, charges in e, atoms 1 to 4:
1 Zn -0.50
2 N 0.82
3 S 0.89
4 O -0.62

[2]
Entry from the OMol25 dataset: 3 unconnected molecules or ions with the total composition C15H26BrN2O11P3S (ωB97M-V/def2-TZVPD).

Summary:
HOMO level = -0.3490 Ha
LUMO level = -0.834 eV
SMILES = O=[PH2]c1cccc2nc(Br)c(C[SH](=O)=O)nc12.COP(=O)(OC)OC.COP(=O)(OC)OC
frontier orbital gap = 8.66 eV

CARTESIAN COORDINATES (ANGSTROEM)
O 3.46400 -5.91748 -1.37363
P 2.39358 -4.90905 -1.19927
C 2.81384 -3.30676 -1.91637
C 4.09668 -3.08325 -2.32458
C 4.43139 -1.83780 -2.91500
C 3.49094 -0.87433 -3.07004
C 2.15055 -1.08863 -2.66209
N 1.23361 -0.10235 -2.84821
C 0.03304 -0.41145 -2.48456
Br -1.26343 0.94050 -2.86730
C -0.35899 -1.65080 -1.89842
C -1.77531 -1.97923 -1.50774
S -2.37720 -3.18975 -2.67664
O -2.57904 -2.51603 -3.92972
O -3.50671 -3.88251 -2.13326
N 0.53706 -2.58429 -1.68370
C 1.81596 -2.31785 -2.07934
H 2.16542 -4.66572 0.16911
H 1.14940 -5.26861 -1.74237
H 4.83559 -3.86544 -2.21408
H 5.44469 -1.65694 -3.24407
H 3.74356 0.08694 -3.49453
H -1.78050 -2.46642 -0.53322
H -2.43425 -1.11826 -1.49596
H -1.32749 -4.03986 -2.80814
C -6.26985 0.13046 -0.04255
O -6.02728 0.51107 1.32538
P -4.47729 0.63680 1.80581
O -3.91809 -0.66329 1.36597
O -4.88120 0.67558 3.37465
C -6.03592 1.37878 3.85045
O -3.06196 1.42596 2.02760
C -3.07498 2.80323 2.45311
H -7.27194 0.46294 -0.30351
H -5.55613 0.58791 -0.72440
H -6.21005 -0.95182 -0.12692
H -6.87249 0.68782 3.94338
H -6.32195 2.19660 3.19044
H -5.79745 1.78284 4.83255
H -3.16721 2.84892 3.53889
H -3.88829 3.36598 1.99457
H -2.13113 3.25273 2.15523
C 1.39971 0.75100 0.82536
O 2.64943 1.23715 1.35220
P 3.41573 2.24647 0.32096
O 3.24552 1.54113 -0.95770
O 4.83545 2.03003 1.08492
C 4.92630 1.88025 2.50552
O 3.76595 3.76754 -0.08818
C 3.99605 4.74328 0.94576
H 0.78529 0.36794 1.63798
H 0.85346 1.53417 0.30377
H 1.61973 -0.05636 0.12978
H 4.95112 0.82235 2.76343
H 4.09310 2.35242 3.02434
H 5.85526 2.34672 2.82916
H 5.03349 4.68627 1.27414
H 3.33426 4.59718 1.79956
H 3.80696 5.72534 0.52148

Mulliken population analysis, charges in e, atoms 1 to 4:
1 O -0.70
2 P 0.54
3 C 0.05
4 C -0.37

[3]
Entry from the OMol25 dataset: a molecular structure, C19H32Cl2N3O5Ti (ωB97M-V/def2-TZVPD).

Summary:
HOMO level (spin up / spin down) = -0.0122 / -0.1320 Ha
total charge = -1
LUMO level (spin up / spin down) = 1.565 / 1.520 eV
frontier orbital gap (spin up / spin down) = 1.90 / 5.11 eV
relative energy (zero: lowest compared OMol25 entry of this formula, charge and spin) = 1.0352 eV
multiplicity = 3

CARTESIAN COORDINATES (ANGSTROEM)
O 1.01057 -0.43181 -2.59554
C -0.01740 -0.00595 -3.07106
C -0.36786 1.36998 -3.46892
C 0.43757 2.43885 -3.04726
H 0.85332 2.35842 -2.05316
C 0.69932 3.49828 -3.91403
H 1.45206 4.25140 -3.64805
C -0.00786 3.61238 -5.11994
H 0.11544 4.49183 -5.75624
C -0.90757 2.60008 -5.50804
H -1.46129 2.66633 -6.46424
C -1.07864 1.48347 -4.67904
H -1.72267 0.65610 -4.99522
H -0.96764 -0.66316 -3.34917
C -2.86664 -0.91424 -2.16655
C -2.18855 0.09955 -1.33466
H -3.63618 -0.41785 -2.78711
H -3.31862 -1.65492 -1.43670
H -2.33579 -1.58620 -2.86972
C -2.55786 1.42900 -1.25705
C -3.99002 1.74754 -1.13680
H -1.93552 2.25565 -1.56240
H -4.32614 2.21233 -2.07616
H -4.14662 2.45944 -0.32826
H -4.63038 0.88330 -0.96310
Ti -1.78843 0.26520 0.42314
Cl -0.30976 2.02671 0.19800
Cl -3.51923 -0.28282 1.79616
H 4.86527 2.16667 -2.27206
H 4.39082 2.44712 0.05045
C 3.91624 1.64549 -2.42726
C 3.44972 1.86543 0.00068
N 3.46387 1.00349 -1.19236
H 4.02982 0.87328 -3.20258
C 2.99196 -0.24511 -1.08841
O 2.50296 -0.69851 -0.04377
H 3.33286 1.26669 0.92408
H 3.12451 -0.85489 -1.99444
H 3.20658 2.41994 -2.74997
H 2.62601 2.61084 -0.06104
H -0.78541 -5.06801 0.87593
H 1.38829 -5.11513 -0.70375
C -1.23916 -4.49768 0.04566
C 0.71986 -4.54752 -1.38647
N -0.19923 -3.68288 -0.61924
H -2.08313 -3.88297 0.39191
C -0.03986 -2.35715 -0.48312
O -0.96686 -1.59547 -0.07205
H 1.30270 -3.94209 -2.09966
H 0.99321 -1.98980 -0.74242
H -1.56270 -5.23311 -0.71121
H 0.07265 -5.27562 -1.91437
N -0.92700 -1.66099 3.47280
C -0.35341 -0.35746 4.09273
C 0.27706 0.42380 2.93169
O 1.08283 1.31384 3.18186
O -0.13547 -0.05885 1.75814
H -1.63115 -1.40144 2.71100
H -1.44288 -2.26058 4.13690
H -0.15052 -2.17884 2.99728
H -1.18701 0.12459 4.62128
H 0.39275 -0.64625 4.85249

Mulliken population analysis, charges in e, atoms 1 to 4:
1 O -0.45
2 C -0.75
3 C 1.52
4 C -0.14

Respective electronic energy values: -152250.70691 -150223.52737 -83088.44059 eV.